No. 1
ORCA calculation (ωB97M-V with the def2-TZVPD basis set) on C4H3NO2 in the gas phase in a non-equilibrium geometry.

2S+1   3
Expectation value of S²   2.02
Gap between HOMO and LUMO (spin up / spin down)   8.55 / 7.60 eV
LUMO (spin up / spin down)   0.8 / -2.4 eV

XYZ file:
```
10
C4H3NO2 | OMol25 | ωB97M-V with the def2-TZVPD basis set
C -0.53428 0.91723 0.57525
C -1.22026 0.08806 -0.26979
C 0.83765 0.59822 0.63476
C -0.23883 -0.92957 -0.73380
N 1.06080 -0.53686 0.02477
O 2.04627 -1.22096 -0.26808
O -0.27271 -1.82676 -1.49331
H -1.11605 1.75860 1.00279
H -2.30846 0.12082 -0.52713
H 1.74587 1.03124 1.05455
```

---

No. 2
ORCA calculation (ωB97M-V with the def2-TZVPD basis set) on C19H20CoF5NO4P2 as an isolated structure.

2S+1   1
Gap between HOMO and LUMO (spin up / spin down)   7.92 / 7.92 eV
Charge   +1
LUMO (spin up / spin down)   -4.4 / -4.4 eV

XYZ file:
```
52
C19H20CoF5NO4P2 | OMol25 | ωB97M-V with the def2-TZVPD basis set
Co -0.33649 0.11832 -0.46793
C -1.57715 -2.98154 -0.72083
P -1.15728 -1.50951 -1.66979
C -0.43663 -2.05237 -3.23591
C -2.73247 -0.69897 -2.13661
C -2.40650 0.58512 -2.91374
P -0.99000 1.46749 -2.12193
C -1.63206 3.01720 -1.45130
C 0.09279 1.92756 -3.49663
H -0.66543 -3.49758 -0.42818
H -2.20291 -3.64673 -1.31729
H -2.11262 -2.68910 0.18195
H 0.43590 -2.67401 -3.04705
H -0.13119 -1.19764 -3.83756
H -1.17457 -2.63345 -3.79101
H -3.27155 -0.46717 -1.21284
H -3.36446 -1.37739 -2.71303
H -3.27028 1.24779 -2.97466
H -2.11895 0.34519 -3.93896
H -2.05282 3.63446 -2.24562
H -0.81604 3.54859 -0.96234
H -2.39749 2.80846 -0.70405
H -0.50994 2.36465 -4.29379
H 0.61555 1.05181 -3.87985
H 0.82828 2.65691 -3.16503
F 1.47065 -2.43842 -0.96357
C 2.12757 -1.27186 -1.12669
C 1.44581 -0.07261 -1.04055
C 2.21608 1.07281 -1.15688
F 1.63991 2.28571 -1.01630
C 3.57767 1.04359 -1.40208
F 4.26571 2.17271 -1.52202
C 4.21931 -0.17877 -1.51547
F 5.51986 -0.23073 -1.75396
C 3.48821 -1.34629 -1.37160
F 4.09134 -2.52512 -1.46362
O -0.12645 -0.80186 1.21708
C -0.22571 0.32585 1.80895
O -0.39728 1.34704 1.05664
C -0.14430 0.43808 3.26937
C -0.22044 1.68908 3.87848
C -0.13984 1.79019 5.25713
C 0.01369 0.64691 6.02878
C 0.08555 -0.58178 5.39620
C 0.01327 -0.71672 4.02728
N 0.24623 -1.80261 6.21738
O 0.27539 -2.86359 5.63071
O 0.31618 -1.65820 7.41712
H -0.33790 2.57025 3.26277
H -0.19513 2.75742 5.73605
H 0.07929 0.69176 7.10616
H 0.07961 -1.69093 3.56661
```

---

No. 3
ORCA calculation (ωB97M-V with the def2-TZVPD basis set) on a 3-piece molecular cluster, C2H4S3 overall in a non-equilibrium geometry.

2S+1   1
Gap between HOMO and LUMO   7.22 eV
LUMO   -1.4 eV

XYZ file:
```
9
C2H4S3 | OMol25 | ωB97M-V with the def2-TZVPD basis set
C 0.34999 0.74677 0.41784
C 0.02899 -0.09622 -0.84230
H -0.41329 -0.50969 2.94930
H 1.40517 0.11570 0.71485
H 0.46948 1.85363 0.13258
H 0.08273 -2.06772 -2.15350
S -0.99869 0.96007 1.72427
S -0.86578 -1.57086 -0.55901
S -0.05859 0.56832 -2.38403
```

---

No. 4
ORCA calculation (ωB97M-V with the def2-TZVPD basis set) on C6H12N4O14Pb as an isolated structure in a non-equilibrium geometry.

2S+1   1
Gap between HOMO and LUMO   4.31 eV
Charge   -2
LUMO   4.0 eV

XYZ file:
```
37
C6H12N4O14Pb | OMol25 | ωB97M-V with the def2-TZVPD basis set
Pb 18.00024 -21.25495 -17.57835
O 17.81219 -22.11977 -13.57045
C 16.72801 -21.90909 -14.21117
O 16.73757 -21.52875 -15.38813
O 15.64322 -22.17734 -13.63782
H 18.47919 -21.92535 -14.23295
O 16.23722 -25.11220 -16.80253
C 15.65768 -23.99875 -17.09377
O 14.62131 -23.75192 -16.42153
O 16.17924 -23.17691 -17.86620
H 15.40451 -25.46520 -16.48069
O 15.20149 -17.56723 -17.32160
C 15.86341 -18.72623 -17.34249
O 15.25107 -19.78053 -17.55174
O 17.09329 -18.71929 -17.32721
H 15.87069 -16.87951 -17.29321
O 21.40679 -20.37746 -14.82196
C 20.50526 -20.72525 -15.68577
O 20.25152 -20.07709 -16.69606
O 19.76555 -21.63876 -15.41694
H 21.74760 -19.49913 -15.00633
C 19.64742 -23.91667 -19.12546
O 19.28774 -23.06365 -18.40053
N 20.57308 -23.88419 -20.00337
N 18.86055 -24.88460 -19.42445
H 21.05402 -22.99640 -20.02841
H 20.90143 -24.63668 -20.59163
H 19.01544 -25.77629 -19.87278
H 18.07999 -24.89581 -18.78359
C 17.56941 -20.16804 -21.03271
O 17.76346 -20.47861 -19.88658
N 18.01890 -19.15474 -21.69814
N 16.72843 -20.82067 -21.74847
H 17.42482 -18.83276 -22.44880
H 18.67845 -18.68885 -21.09148
H 16.18934 -21.54544 -21.29661
H 16.58295 -20.53937 -22.70754
```

---

No. 5
ORCA calculation (ωB97M-V with the def2-TZVPD basis set) on C15H40FLiO5 as an isolated structure in a non-equilibrium geometry.

2S+1   1
Gap between HOMO and LUMO   5.60 eV
LUMO   -1.7 eV

XYZ file:
```
62
C15H40FLiO5 | OMol25 | ωB97M-V with the def2-TZVPD basis set
Li -0.13019 0.51698 -0.76398
F -2.47387 -0.46415 1.62275
C 3.78783 4.61459 -2.01911
C 3.18838 4.88381 -0.63171
C 3.02022 6.37664 -0.31501
O 1.96471 4.27825 -0.43318
H 4.67485 5.23648 -2.13973
H 3.06044 4.80362 -2.80858
H 4.11338 3.57551 -2.06824
H 3.84214 4.44462 0.12182
H 2.50465 6.56180 0.62733
H 2.39632 6.83704 -1.08108
H 3.98624 6.87776 -0.25369
H 1.79629 4.40050 0.50399
C 0.17184 0.66044 -7.04235
C -1.00067 -0.11244 -6.57682
C -0.91338 -1.63327 -6.56000
O -1.10644 0.28505 -5.23292
H 1.03898 0.57864 -6.38700
H -0.05783 1.71392 -7.20214
H 0.56217 0.13928 -7.91650
H -1.82057 0.20481 -7.22119
H 0.02065 -1.93007 -6.08293
H -0.92530 -2.17768 -7.50422
H -1.71352 -2.09011 -5.97762
H -1.72259 1.02102 -5.21517
C -0.39536 -5.79887 4.93017
C -0.10898 -4.66438 5.83729
C 1.04194 -4.85392 6.84694
O 0.32317 -3.50392 5.13213
H -1.02928 -5.47464 4.10486
H -0.90103 -6.64189 5.40104
H 0.48783 -6.07837 4.35575
H -1.01921 -4.29099 6.30649
H 0.84550 -5.61990 7.59712
H 1.11834 -3.99629 7.51533
H 1.87837 -5.03331 6.17145
H -0.29282 -3.31198 4.42128
C -7.64328 4.80477 2.18765
C -6.78830 3.61160 2.43511
C -7.58423 2.26617 2.42986
O -5.91532 3.45459 1.33372
H -8.43464 4.90752 2.93014
H -8.04267 4.60318 1.19369
H -7.10206 5.74535 2.08528
H -6.25356 3.61109 3.38493
H -7.81496 1.89829 1.43010
H -8.55124 2.24702 2.93250
H -6.85130 1.54735 2.79621
H -5.47485 2.63758 1.57886
C 5.82445 -2.73699 -0.64093
C 4.41848 -3.21134 -0.99311
C 4.05674 -4.59323 -0.47239
O 3.37281 -2.42625 -0.37437
H 6.37415 -1.95473 -1.16438
H 6.40869 -3.57086 -1.03007
H 5.81031 -2.65481 0.44588
H 4.43990 -3.09638 -2.07682
H 3.00621 -4.80689 -0.66940
H 4.30533 -4.75354 0.57671
H 4.68901 -5.34271 -0.94846
H 3.53709 -2.52138 0.56668
```

---

No. 6
ORCA calculation (ωB97M-V with the def2-TZVPD basis set) on C5H12NO as an isolated structure in a non-equilibrium geometry.

2S+1   1
Gap between HOMO and LUMO (spin up / spin down)   9.62 / 9.62 eV
Charge   +1
LUMO (spin up / spin down)   -5.7 / -5.7 eV

XYZ file:
```
19
C5H12NO | OMol25 | ωB97M-V with the def2-TZVPD basis set
C -1.65786 -0.48685 -0.12532
C -1.06602 0.24682 1.01100
C 1.75228 -0.64047 1.15220
C -0.14245 1.68261 -1.66125
C 0.79212 -1.36865 0.23257
N -0.28544 -0.36899 0.08575
O 0.60254 0.82348 -0.93075
H -2.16574 -1.39696 -0.04938
H -1.99585 0.09517 -0.92609
H -1.35702 1.25755 1.22070
H -1.29388 -0.41048 1.89763
H 2.40628 -1.22314 1.67939
H 2.48774 0.01306 0.46622
H 1.28623 0.02608 1.83679
H 0.64497 2.16945 -2.00203
H -0.87708 2.25549 -1.08816
H -0.66919 1.14336 -2.56445
H 0.23474 -2.38925 0.50850
H 1.30363 -1.42828 -0.74333
```

---

No. 7
ORCA calculation (ωB97M-V with the def2-TZVPD basis set) on a 2-piece molecular cluster, C9H14 overall in a non-equilibrium geometry.

SMILES   Cc1ccccc1.CC
2S+1   1
Gap between HOMO and LUMO   10.01 eV
LUMO   1.0 eV

XYZ file:
```
23
C9H14 | OMol25 | ωB97M-V with the def2-TZVPD basis set
C -0.17626 2.13681 0.85758
C 0.75469 0.95094 0.89674
C 2.13512 1.06527 0.83348
C 2.83573 -0.13670 0.82278
C 2.23831 -1.37962 0.91663
C 0.85719 -1.48406 1.01257
C 0.09968 -0.30609 1.02449
H -1.08082 2.12119 0.24169
H 0.32542 3.13960 0.70863
H -0.48883 2.39676 1.85629
H 2.65335 2.03022 0.78324
H 3.91236 -0.24867 0.78235
H 2.82000 -2.31136 0.69366
H 0.33303 -2.46094 0.94742
H -0.94545 -0.29892 1.20979
C -1.70182 -0.28028 -2.27295
C -2.35456 -0.92360 -1.06997
H -2.41044 0.17700 -2.96814
H -0.80228 0.21716 -1.92753
H -1.34765 -1.02246 -3.02849
H -2.83625 -0.18855 -0.42446
H -1.62567 -1.58659 -0.55768
H -3.19484 -1.60709 -1.33812
```

---

What are the ΔE to the lowest compared entry with this formula, charge and spin values for these records? In order: 0.355; 0.063; 5.770; 0.000; 7.736; 6.154; 0.969 eV.